Record 1
{
  "formula": "C19H37Br9I2O3P",
  "method": "ωB97M-V/def2-TZVPD",
  "symbols": ["C", "O", "C", "C", "C", "C", "C", "C", "Br", "C", "O", "P", "C", "I", "C", "C", "I", "O", "H", "H", "H", "H", "H", "H", "H", "H", "H", "H", "H", "H", "H", "H", "H", "H", "H", "H", "H", "H", "H", "Br", "C", "C", "Br", "H", "H", "H", "H", "Br", "C", "C", "Br", "H", "H", "H", "H", "Br", "C", "C", "Br", "H", "H", "H", "H", "Br", "C", "C", "Br", "H", "H", "H", "H"],
  "positions_angstrom": [[-4.71722, 6.85496, -1.14104], [-4.02694, 5.86787, -1.88543], [-4.94919, 4.98253, -2.50709], [-4.23706, 4.17024, -3.58482], [-3.08895, 3.32749, -2.98074], [-3.42228, 1.85693, -2.63648], [-2.13823, 0.99128, -2.58437], [-1.24882, 1.26931, -1.39625], [-0.15846, 2.98988, -1.57353], [-0.17426, 0.17551, -1.14164], [0.48242, 0.59928, 0.01752], [-0.81708, 0.81861, 1.15451], [0.25097, 0.44541, 2.73674], [0.63868, 2.14256, 3.98019], [0.73157, -0.76149, 3.06721], [0.51255, -1.98570, 2.18481], [1.90358, -1.11327, 4.83578], [-1.89262, 1.36854, -0.18786], [-5.68980, 6.47869, -0.80996], [-4.13466, 7.12375, -0.26010], [-4.88836, 7.74783, -1.75535], [-5.71460, 5.59998, -2.99852], [-5.39586, 4.30791, -1.76657], [-3.76581, 4.90214, -4.25260], [-4.93976, 3.61136, -4.20686], [-2.77325, 3.79914, -2.05285], [-2.24703, 3.31051, -3.67333], [-4.13572, 1.40494, -3.33662], [-3.89221, 1.76083, -1.65342], [-1.60628, 0.99238, -3.53778], [-2.49319, -0.03890, -2.43471], [0.49839, 0.06339, -1.99594], [-0.67426, -0.79814, -1.03242], [-1.24641, -0.52562, 0.98304], [-1.95790, 0.96788, 2.06146], [-0.54106, 2.20396, 1.40111], [1.00765, -2.86453, 2.59300], [0.98518, -1.75786, 1.22416], [-0.54698, -2.15008, 2.02192], [4.90330, -1.66843, 7.33046], [6.25222, -1.84293, 5.94148], [7.15606, -0.64116, 5.88898], [6.28423, 0.88112, 5.04713], [5.71854, -2.01178, 5.01026], [6.81566, -2.73577, 6.20552], [8.02957, -0.85102, 5.27462], [7.47545, -0.31614, 6.87385], [-4.62303, -1.52055, -4.78729], [-6.42339, -1.42222, -5.50771], [-6.65363, -0.11324, -6.21262], [-6.91465, 1.33298, -4.93833], [-7.10656, -1.57783, -4.67907], [-6.50489, -2.25356, -6.20510], [-7.56853, -0.15024, -6.80070], [-5.82520, 0.17353, -6.85204], [7.90268, -5.11034, 6.00151], [7.89509, -6.37002, 7.48343], [6.88997, -5.97398, 8.53216], [7.52941, -4.48213, 9.60455], [8.90897, -6.41161, 7.86750], [7.63344, -7.33067, 7.04484], [6.73206, -6.78955, 9.23454], [5.93776, -5.67068, 8.10818], [0.76302, -2.66494, -3.24561], [2.22199, -2.87556, -4.51190], [3.05560, -1.62472, -4.59974], [2.16113, -0.24068, -5.63438], [1.77985, -3.15241, -5.46350], [2.81707, -3.70440, -4.13361], [3.98671, -1.82307, -5.12669], [3.27333, -1.19753, -3.62591]],
  "forces_ev_per_angstrom": [[0.07, -0.14, -0.10], [-0.31, -0.05, 0.21], [0.09, -0.04, -0.84], [0.93, 0.47, 0.42], [-0.90, -0.68, -0.12], [0.43, 0.05, -0.03], [-1.24, 0.05, 0.20], [0.44, -0.97, 1.42], [0.18, 0.17, -0.65], [0.44, 0.94, -1.02], [-0.59, -0.95, 0.08], [-0.98, 1.70, 1.98], [0.53, -0.89, 0.31], [-0.29, -0.37, -0.48], [-0.28, 0.63, -0.03], [0.73, 0.49, 0.15], [-0.16, -0.20, -0.39], [0.05, -0.47, -1.12], [0.01, 0.03, 0.11], [0.10, -0.01, -0.08], [-0.01, 0.00, 0.04], [-0.27, -0.20, 0.18], [-0.13, 0.17, 0.10], [-0.15, 0.01, -0.01], [-0.06, -0.18, 0.25], [0.26, 0.18, -0.25], [0.04, 0.17, 0.08], [0.22, 0.14, -0.19], [0.01, 0.21, 0.00], [0.21, 0.25, 0.12], [0.20, -0.03, 0.06], [0.23, 0.24, 0.18], [-0.22, 0.06, 0.19], [0.36, -0.19, -0.29], [0.10, 0.05, -0.10], [0.43, -0.25, -0.47], [-0.19, -0.04, 0.08], [-0.19, -0.11, -0.07], [-0.02, -0.22, 0.07], [-0.02, -0.02, -0.01], [-0.04, -0.11, 0.18], [-0.02, 0.14, -0.24], [0.01, -0.02, 0.09], [-0.01, 0.08, -0.01], [-0.02, 0.18, 0.01], [-0.01, -0.05, 0.01], [-0.02, -0.05, 0.03], [-0.01, -0.01, 0.08], [0.27, -0.15, -0.08], [-0.29, 0.15, 0.08], [0.04, 0.01, -0.07], [-0.03, 0.06, -0.01], [-0.02, 0.04, -0.04], [0.00, -0.04, 0.01], [0.04, -0.05, 0.03], [0.16, -0.17, 0.00], [-0.11, -0.01, -0.19], [0.09, 0.04, 0.23], [-0.05, 0.01, -0.07], [-0.01, 0.02, 0.05], [-0.04, 0.01, 0.02], [0.02, -0.02, -0.03], [0.02, 0.00, -0.04], [-0.02, -0.06, -0.11], [-0.08, -0.08, 0.26], [0.04, 0.09, -0.24], [0.00, -0.01, 0.08], [0.04, 0.05, -0.03], [0.05, 0.04, -0.01], [-0.01, -0.04, 0.01], [-0.04, -0.03, 0.02]],
  "total_charge": -1,
  "largest_force_ha_per_bohr": 0.0543,
  "homo_energy_ha": -0.173
}


Record 2
{
  "formula": "C4H29NO12",
  "method": "ωB97M-V/def2-TZVPD",
  "symbols": ["C", "C", "C", "O", "N", "C", "O", "H", "H", "H", "H", "H", "H", "H", "H", "H", "H", "H", "O", "H", "H", "O", "H", "H", "O", "H", "H", "O", "H", "H", "O", "H", "H", "O", "H", "H", "O", "H", "H", "O", "H", "H", "O", "H", "H", "O"],
  "positions_angstrom": [[1.54202, 0.34442, 1.11552], [0.10744, 0.43893, 1.73926], [0.26449, 1.13430, 3.04535], [-0.82370, 0.88322, 3.99806], [1.93413, 0.95057, -0.19947], [1.36336, 2.36999, -0.35409], [0.03477, 2.29376, -0.50681], [1.81101, -0.69363, 0.86378], [2.20287, 0.85748, 1.80799], [-0.47669, 0.98155, 1.04177], [-0.27335, -0.62217, 1.78569], [1.18228, 0.65156, 3.74208], [0.23373, 2.19169, 3.04669], [1.43795, 0.34899, -0.89779], [1.92154, 2.78037, -1.22169], [1.65476, 2.97850, 0.63711], [-0.14078, 1.26637, -0.95293], [0.49402, -1.00237, -1.47246], [-0.39958, -0.12794, -1.24816], [-2.85540, 0.67219, -1.44538], [-4.08775, 1.17457, -1.06868], [-3.61735, 1.05041, -1.98764], [-1.09261, -0.26562, -0.58395], [-2.96236, -1.14058, -0.82976], [-2.54270, -1.16652, -0.08615], [-1.64590, -2.42536, -1.01969], [-0.64878, -2.90696, -1.85579], [-1.50021, -3.22459, -1.65474], [-3.06751, 0.12191, 0.74828], [-2.60131, 1.48928, 1.12748], [-3.33834, 0.93146, 1.29497], [-3.37912, -2.08837, 2.34058], [-2.02254, -1.99159, 1.92133], [-2.57352, -2.35677, 2.57366], [3.68196, 0.66138, -1.20876], [-1.54254, 0.49472, 3.65146], [4.45655, 1.27282, -1.22767], [0.04793, 0.54647, -3.49210], [1.25149, -0.29918, -3.30867], [0.85934, 0.41880, -3.71819], [3.49645, -2.27306, -0.24468], [4.06063, 2.14731, -0.86731], [2.77036, -2.83708, -0.04177], [1.12152, -2.08288, -2.44216], [2.16932, -2.39709, -0.81185], [1.49215, -1.55127, -1.73269]],
  "forces_ev_per_angstrom": [[0.74, 0.05, -1.48], [1.44, -1.49, -0.81], [-0.10, -3.10, 4.00], [3.86, 2.20, 2.15], [-1.59, 0.99, 0.35], [2.38, -1.43, 1.64], [-1.76, -0.85, -1.33], [0.04, 0.12, 1.24], [0.47, -0.56, 0.35], [-0.80, 0.50, -0.16], [0.18, 1.22, 0.47], [-1.78, 1.64, -2.33], [1.01, 1.18, -0.70], [0.77, 1.29, 0.66], [-0.30, 0.29, 0.19], [-0.40, -1.06, -1.85], [-0.11, 1.26, 0.52], [-0.15, 0.79, 0.72], [0.35, 0.85, -0.73], [-0.20, 0.23, -1.82], [0.26, 0.14, -2.57], [-0.02, -0.33, 4.38], [-0.38, -1.08, 0.01], [-4.18, 0.03, -7.04], [3.92, 0.14, 7.28], [-1.14, -1.35, -0.34], [2.07, -0.11, -1.03], [-1.19, 1.33, 1.55], [-0.13, -0.45, 0.23], [0.99, 1.09, -0.03], [-0.89, -0.75, -0.15], [-5.04, 1.72, -1.63], [1.08, 0.71, -1.77], [3.87, -2.47, 3.31], [0.32, 0.90, 0.46], [-3.84, -2.23, -2.51], [-0.57, 1.82, 0.39], [-7.78, 0.77, 2.82], [0.79, -2.00, 1.73], [7.13, 1.51, -4.67], [1.46, 0.54, 0.29], [0.78, -2.59, -0.88], [-1.37, 0.03, -1.21], [0.39, -0.44, -0.27], [0.44, -1.01, 1.65], [-1.03, -0.03, -1.10]],
  "total_charge": -2,
  "largest_force_ha_per_bohr": 0.1684,
  "de_lowest_kcal_mol": 93.6,
  "homo_energy_ha": -0.112
}


Record 3
{
  "formula": "C41H45N7S4Y",
  "method": "ωB97M-V/def2-TZVPD",
  "symbols": ["Y", "S", "C", "C", "C", "C", "C", "C", "S", "C", "C", "C", "C", "C", "C", "C", "S", "C", "C", "C", "C", "C", "C", "S", "N", "H", "H", "H", "H", "H", "H", "H", "H", "H", "H", "H", "H", "H", "H", "H", "N", "C", "C", "C", "C", "C", "N", "C", "H", "H", "H", "H", "C", "C", "N", "C", "N", "C", "C", "C", "N", "C", "H", "H", "H", "H", "H", "H", "H", "H", "H", "H", "H", "H", "H", "C", "N", "C", "C", "C", "C", "C", "C", "C", "C", "H", "H", "H", "H", "H", "H", "H", "H", "H", "H", "H", "H", "H"],
  "positions_angstrom": [[0.74067, -0.08456, -0.09103], [2.72316, 1.47188, 1.15697], [2.16258, 2.91238, 1.99282], [3.07638, 3.61678, 2.80131], [2.68875, 4.69801, 3.57524], [1.36387, 5.13120, 3.58326], [0.44741, 4.47112, 2.78845], [0.84444, 3.38994, 1.98741], [-0.41406, 2.62316, 1.01749], [-0.43919, 3.65421, -0.46742], [0.05515, 3.06563, -1.76918], [-0.38690, 3.65436, -2.95137], [0.14235, 3.23174, -4.15451], [1.13579, 2.26617, -4.14141], [1.53416, 1.73795, -2.92760], [2.70933, 0.80311, -2.85179], [2.17080, -0.91711, -2.56929], [3.72621, -1.60803, -2.08140], [4.67711, -1.79714, -3.08950], [5.93388, -2.28254, -2.78449], [6.22632, -2.59461, -1.45896], [5.27542, -2.43007, -0.46690], [3.99109, -1.93353, -0.74815], [2.83739, -1.79474, 0.57110], [0.96125, 2.08711, -1.75883], [4.10873, 3.28208, 2.80616], [3.42694, 5.20960, 4.18409], [1.05456, 5.96633, 4.20044], [-0.59015, 4.79155, 2.76816], [0.17465, 4.52003, -0.22735], [-1.46035, 4.00384, -0.59973], [-1.12597, 4.44760, -2.91380], [-0.19026, 3.67025, -5.08886], [1.61308, 1.93336, -5.05688], [3.34552, 1.07437, -2.01250], [3.28493, 0.84699, -3.77085], [4.41658, -1.56447, -4.11640], [6.67278, -2.42149, -3.56488], [7.20653, -2.97702, -1.19857], [5.50855, -2.68585, 0.56250], [-1.17450, -5.79625, 2.33498], [-0.96506, -5.48297, 1.24718], [-0.68058, -5.04316, -0.10714], [-1.28244, -5.61542, -1.21493], [-0.98110, -5.09820, -2.46223], [-0.11736, -4.02054, -2.54437], [0.47075, -3.45163, -1.48123], [0.20167, -3.98057, -0.28811], [-1.96853, -6.44449, -1.10135], [-1.41249, -5.52206, -3.36017], [0.12714, -3.58699, -3.51205], [0.71131, -3.54668, 0.56347], [-4.94533, 1.91605, -0.45226], [-4.04290, 1.37826, 0.63081], [-2.75776, 1.02425, 0.03818], [-2.59026, 0.49773, -1.20983], [-1.41479, 0.00147, -1.52881], [-1.33588, -0.64104, -2.85085], [-2.12755, 0.12368, -3.88983], [-3.56773, 0.15042, -3.44975], [-3.65939, 0.56782, -2.05041], [-5.00301, 0.87528, -1.55014], [-4.53849, 2.85110, -0.84998], [-5.94366, 2.11229, -0.06158], [-4.50845, 0.50569, 1.09829], [-3.86072, 2.11353, 1.41226], [-2.05282, 0.72606, 0.69203], [-1.70748, -1.67037, -2.79339], [-0.29964, -0.70687, -3.15515], [-2.04431, -0.33571, -4.87711], [-1.73923, 1.14297, -3.95123], [-4.02055, -0.83759, -3.57451], [-4.14951, 0.85174, -4.04578], [-5.48436, -0.03262, -1.17323], [-5.58894, 1.22403, -2.39603], [0.72933, -1.06039, 5.47294], [1.23549, -0.18497, 4.37012], [2.15238, -0.94748, 3.45713], [0.14652, 0.55049, 3.57614], [-0.88859, -0.35684, 2.97108], [-2.02840, -0.64365, 3.72939], [-3.01725, -1.48427, 3.23623], [-2.85213, -2.03587, 1.97264], [-1.73489, -1.70175, 1.21278], [-0.70751, -0.84607, 1.66018], [1.58778, -1.46086, 6.00549], [0.15051, -1.86599, 5.03635], [0.10760, -0.47311, 6.14439], [1.78422, 0.55403, 4.79830], [1.56807, -1.72606, 2.97569], [2.94906, -1.38468, 4.05493], [2.54993, -0.26521, 2.71128], [0.70975, 1.07122, 2.80584], [-0.28035, 1.27739, 4.26782], [-2.15919, -0.18516, 4.70817], [-3.90202, -1.70009, 3.82526], [-3.59724, -2.72028, 1.57583], [-1.67862, -2.12918, 0.21255]],
  "forces_ev_per_angstrom": [[0.81, 0.88, -0.64], [-0.23, 0.10, -0.16], [0.07, 0.16, 0.01], [0.00, 0.00, 0.03], [0.09, -0.08, -0.05], [0.00, -0.03, 0.00], [0.06, -0.06, -0.12], [0.03, 0.25, 0.14], [-0.02, -0.43, -0.17], [-0.10, -0.07, -0.15], [0.02, -0.04, 0.09], [-0.04, 0.09, 0.03], [-0.03, 0.06, -0.06], [0.03, 0.00, -0.17], [0.19, 0.02, 0.19], [-0.14, -0.02, -0.02], [-0.21, 0.13, 0.19], [0.10, -0.11, -0.12], [-0.07, -0.01, 0.09], [-0.02, 0.01, 0.02], [-0.06, 0.01, 0.07], [-0.01, -0.03, 0.05], [0.04, -0.11, -0.01], [-0.21, 0.13, -0.32], [-0.15, -0.25, -0.17], [-0.08, 0.04, 0.02], [-0.04, -0.05, -0.05], [0.03, -0.05, -0.05], [0.09, -0.07, 0.00], [0.04, 0.10, -0.02], [-0.06, 0.04, -0.03], [0.06, -0.08, 0.00], [0.01, -0.04, 0.06], [-0.04, 0.06, 0.10], [0.05, 0.11, 0.08], [0.06, 0.01, -0.07], [0.00, 0.01, 0.04], [-0.06, 0.00, 0.07], [-0.05, 0.02, 0.00], [-0.01, 0.03, -0.14], [0.02, 0.10, -0.32], [0.09, 0.01, -0.17], [-0.04, -0.04, 0.54], [-0.15, -0.15, -0.04], [-0.04, -0.07, -0.08], [0.24, 0.29, 0.09], [-0.32, -0.29, 0.05], [0.13, 0.10, -0.21], [0.01, 0.00, 0.00], [0.03, 0.03, 0.05], [-0.02, -0.01, 0.12], [0.02, 0.06, -0.01], [0.03, 0.09, -0.09], [0.16, -0.04, -0.09], [-0.11, 0.05, -0.14], [-0.16, -0.02, 0.01], [0.33, -0.11, 0.13], [-0.17, 0.13, 0.17], [0.08, 0.07, -0.03], [-0.11, 0.01, 0.21], [-0.03, -0.01, -0.04], [0.18, -0.05, -0.07], [-0.06, -0.04, 0.02], [0.01, -0.01, -0.01], [0.02, -0.07, 0.05], [0.04, 0.06, 0.03], [-0.03, -0.13, 0.09], [-0.02, -0.05, 0.04], [0.19, -0.01, 0.00], [0.00, 0.01, 0.06], [0.01, 0.00, -0.05], [-0.04, -0.06, 0.01], [-0.07, 0.08, -0.04], [-0.02, -0.06, -0.02], [-0.04, 0.06, -0.09], [0.04, 0.31, -0.22], [-0.18, -0.28, -0.11], [-0.19, -0.12, 0.39], [0.15, -0.23, 0.20], [-0.05, -0.02, 0.04], [-0.06, 0.02, 0.02], [0.08, 0.05, -0.01], [0.05, -0.05, -0.02], [0.05, -0.17, 0.11], [-0.39, -0.25, 0.40], [-0.01, 0.00, 0.01], [-0.05, -0.05, -0.06], [-0.02, 0.01, 0.00], [0.16, 0.13, 0.02], [-0.03, -0.05, 0.06], [-0.01, -0.02, 0.00], [0.04, 0.00, 0.13], [-0.01, -0.02, 0.08], [-0.04, -0.03, 0.03], [0.04, -0.07, -0.07], [0.09, 0.00, -0.03], [0.06, 0.09, 0.03], [-0.02, 0.08, 0.03]],
  "total_charge": 1,
  "largest_force_ha_per_bohr": 0.0263,
  "de_lowest_kcal_mol": 0.0,
  "homo_energy_ha": -0.342
}


The molar mass results, record by record, are as follows: 1317.42; 283.27; 853.03 g/mol.
The HOMO-LUMO gap results, record by record, are as follows: 0.234; 0.310; 0.268 Ha.